(A)
Below is C7H8N2O2 as an isolated structure, with properties calculated with the ωB97M-V functional and the def2-TZVPD basis.

Each line ends with the natural charge from an NBO analysis.
Positions of all 19 atoms, in Å:
C 3.747 -0.628 0.240  -0.372
C 1.620 0.322 0.000  0.758
C 0.163 0.044 -0.127  -0.192
C -0.571 1.176 0.075  -0.132
C -1.949 1.046 0.036  -0.298
C -2.533 -0.201 -0.084  0.354
C -0.520 -1.328 -0.183  0.108
H 3.958 0.800 0.522  0.278
H 3.993 -1.603 1.192  0.238
H 4.061 -0.872 -1.120  0.221
H -0.109 2.118 0.225  0.236
H -2.332 2.034 -0.106  0.222
H -4.331 -0.084 -0.737  0.372
H -4.140 0.509 0.836  0.371
H 0.168 -2.295 -0.492  0.227
N -3.918 -0.285 0.192  -0.809
N -1.823 -1.326 -0.164  -0.436
O 2.321 -0.760 0.032  -0.538
O 2.196 1.332 -0.337  -0.609

Properties
Charge = 0

***

(B)
Below is one molecule with the formula C7H8N2O2, with properties calculated with the ωB97M-V functional and the def2-TZVPD basis.

Each line ends with the natural charge from an NBO analysis.
Positions of all 19 atoms, in Å:
C 1.996 -0.120 0.132  0.400
C 0.910 -0.879 -0.380  -0.321
C -0.241 -0.070 -0.465  -0.011
C -1.562 -0.540 -0.798  -0.544
C -2.862 -0.105 0.193  0.821
C -0.247 1.248 -0.161  -0.304
C 0.943 1.826 0.251  0.089
H 3.967 -0.355 0.370  0.378
H 3.112 -1.667 -0.063  0.354
H 0.853 -1.975 -0.468  0.234
H -1.868 -1.606 -0.947  0.242
H -1.880 -0.068 -1.753  0.250
H -1.683 -0.697 1.723  0.499
H -1.210 1.829 -0.130  0.233
H 1.015 2.905 0.325  0.194
N 3.159 -0.913 0.504  -0.786
N 2.075 1.185 0.305  -0.468
O -2.618 -0.498 1.508  -0.710
O -3.859 0.501 -0.145  -0.550

Properties
Charge = 0
SMILES = Nc1cc(CC(=O)O)ccn1

***

(C)
Below is a 2-piece molecular cluster, C7H8N2O2 overall, with properties calculated with the ωB97M-V functional and the def2-TZVPD basis.

Each line ends with the natural charge from an NBO analysis.
Positions of all 19 atoms, in Å:
C -2.351 -1.925 -0.071  -0.428
C -1.270 0.275 -0.192  0.611
C -1.530 1.721 -0.087  -0.120
C -1.716 2.903 -0.001  -0.170
C 3.143 0.221 0.725  -0.384
C 2.601 -1.000 0.251  -0.056
C 2.697 1.125 -0.179  0.128
H -2.668 -2.375 0.883  0.197
H -3.008 -2.310 -0.872  0.199
H -1.317 -2.215 -0.279  0.246
H -3.256 -0.010 0.180  0.400
H -1.896 3.951 0.063  0.236
H 3.771 0.388 1.598  0.234
H 2.695 -1.990 0.666  0.212
H 2.808 2.199 -0.303  0.209
N -2.382 -0.479 -0.009  -0.592
N 1.895 -0.833 -0.838  -0.075
O -0.167 -0.166 -0.423  -0.579
O 1.952 0.520 -1.116  -0.270

Properties
Charge = 0
SMILES = C#CC(=O)NC.c1cnoc1

***

Stability check: which of them is most stable? (B).

***

(A)
Below is a 2-piece molecular cluster, C16H17NO overall, with properties calculated with the ωB97M-V functional and the def2-TZVPD basis.

Each line ends with the natural charge from an NBO analysis.
Positions of all 35 atoms, in Å:
C -4.094 -0.183 -2.779  -0.625
C -2.528 -0.243 0.638  0.143
C -2.821 -0.876 -0.589  -0.088
C -3.521 0.077 -1.425  -0.090
C -3.598 1.208 -0.688  -0.024
C -1.951 -0.949 1.687  -0.240
C -1.530 -2.247 1.464  -0.222
C -1.717 -2.838 0.208  -0.238
C -2.392 -2.178 -0.814  -0.188
N -3.035 1.035 0.569  -0.541
H -1.885 -0.396 2.618  0.212
H -0.961 -2.802 2.196  0.214
H -2.713 1.857 1.061  0.409
H -1.123 -3.720 -0.022  0.209
H -4.079 2.148 -0.924  0.206
H -2.613 -2.706 -1.731  0.211
H -3.459 -0.836 -3.386  0.216
H -4.197 0.746 -3.333  0.218
H -5.077 -0.647 -2.700  0.217
C 4.635 -1.668 0.063  -0.625
C 2.003 0.952 0.749  -0.263
C 2.644 2.104 0.311  0.304
C 2.658 -0.258 0.686  -0.181
C 4.009 -0.321 0.314  -0.047
C 3.976 2.087 -0.054  -0.299
C 4.634 0.859 -0.034  -0.189
O 1.862 3.228 0.240  -0.675
H 0.966 1.069 1.041  0.224
H 2.112 -1.124 1.045  0.215
H 4.454 3.030 -0.294  0.208
H 2.404 3.985 -0.017  0.476
H 5.666 -1.585 -0.268  0.212
H 4.096 -2.259 -0.672  0.219
H 5.673 0.807 -0.336  0.207
H 4.684 -2.248 0.997  0.214

Properties
Charge = 0
SMILES = Cc1c[nH]c2ccccc12.Cc1ccc(O)cc1

***

(B)
Below is a 2-piece molecular cluster, C16H17NO overall, with properties calculated with the ωB97M-V functional and the def2-TZVPD basis.

Each line ends with the natural charge from an NBO analysis.
Positions of all 35 atoms, in Å:
C -1.722 3.066 1.570  -0.634
C -1.965 -0.128 -0.331  0.195
C -1.455 1.163 -0.177  -0.121
C -1.766 1.633 1.134  -0.098
C -2.580 0.635 1.699  -0.018
C -1.542 -0.969 -1.410  -0.240
C -0.828 -0.380 -2.430  -0.221
C -0.790 1.781 -1.313  -0.193
C -0.500 0.997 -2.377  -0.250
N -2.729 -0.392 0.780  -0.538
H -3.450 -1.094 0.860  0.412
H -1.692 -2.033 -1.291  0.215
H -3.149 0.657 2.585  0.206
H -0.661 -0.898 -3.337  0.212
H -0.671 2.855 -1.148  0.215
H -0.947 3.491 0.907  0.212
H -1.385 3.191 2.626  0.219
H -0.197 1.524 -3.277  0.212
H -2.665 3.614 1.583  0.220
C 2.067 1.254 0.731  -0.634
C 1.738 -2.527 1.177  -0.267
C 1.763 -2.953 -0.128  0.279
C 1.867 -1.160 1.514  -0.193
C 1.951 -0.211 0.537  -0.044
C 1.819 -2.003 -1.184  -0.295
C 1.949 -0.692 -0.831  -0.164
O 1.834 -4.334 -0.238  -0.667
H 1.677 -3.328 1.917  0.219
H 2.043 -1.010 2.585  0.212
H 1.938 -2.430 -2.152  0.210
H 1.493 -4.477 -1.133  0.469
H 2.687 1.628 1.568  0.221
H 1.093 1.767 0.629  0.230
H 2.126 0.159 -1.484  0.214
H 2.649 1.606 -0.159  0.207

Properties
Charge = 0
SMILES = Cc1c[nH]c2ccccc12.Cc1ccc(O)cc1

***

Stability check: which of them is most stable? (A).

***

(A)
Below is one molecule with the formula CH2Cl3P, with properties calculated with the ωB97M-V functional and the def2-TZVPD basis.

Each line ends with the natural charge from an NBO analysis.
Positions of all 7 atoms, in Å:
C -0.117 -0.726 -0.010  -0.576
P -0.902 0.958 -0.071  0.600
Cl 0.088 -1.348 -1.653  0.005
Cl 0.373 2.046 -1.151  -0.243
Cl 1.495 -0.578 0.746  -0.041
H -0.408 1.127 1.415  -0.015
H -0.529 -1.479 0.723  0.270

Properties
Charge = 0
SMILES = ClPC(Cl)Cl

***

(B)
Below is one molecule with the formula CH2Cl3P, with properties calculated with the ωB97M-V functional and the def2-TZVPD basis.

Each line ends with the natural charge from an NBO analysis.
Positions of all 7 atoms, in Å:
C 0.662 0.039 0.102  -0.399
P -1.197 0.811 0.037  0.329
Cl 1.524 0.698 -1.272  0.041
Cl 1.536 0.489 1.596  0.006
Cl 0.486 -1.719 0.124  0.020
H -1.842 -0.340 0.699  -0.004
H -1.169 0.023 -1.287  0.008

Properties
Charge = 0
SMILES = PC(Cl)(Cl)Cl

***

Stability check: which of them is most stable? (A).

***

(A)
Below is a 2-piece molecular cluster, H3NO2S2 overall, with properties calculated with the ωB97M-V functional and the def2-TZVPD basis.

Each line ends with the natural charge from an NBO analysis.
Positions of all 8 atoms, in Å:
N -1.308 0.010 -0.163  -1.082
O 0.879 1.783 0.400  -0.857
O 1.965 -0.282 0.222  -0.793
S 2.210 -1.897 -0.003  0.082
S 1.062 0.734 -0.572  1.487
H -2.168 0.026 -0.783  0.395
H -1.394 -0.953 0.246  0.378
H -1.245 0.578 0.652  0.389

Properties
Charge = 0

***

(B)
Below is one molecule with the formula H3NO2S2, with properties calculated with the ωB97M-V functional and the def2-TZVPD basis.

Each line ends with the natural charge from an NBO analysis.
Positions of all 8 atoms, in Å:
N -1.415 0.543 0.353  -0.514
O 0.426 -1.498 0.345  -0.888
O -0.253 0.991 -0.261  -0.514
S 2.617 0.367 0.235  -0.382
S 0.927 -0.300 -0.296  1.541
H -1.919 -0.184 -0.045  0.356
H -1.350 0.485 1.329  0.355
H 0.968 -0.404 -1.660  0.047

Properties
Charge = 0
SMILES = NO[S@H](=O)=S

***

Stability check: which of them is most stable? (A).

***

(A)
Below is one molecule with the formula C18H21NO4, with properties calculated with the ωB97M-V functional and the def2-TZVPD basis.

Each line ends with the natural charge from an NBO analysis.
Positions of all 44 atoms, in Å:
C -5.486 -3.106 -0.217  -0.241
H -6.149 -2.735 0.378  0.172
O -4.840 -1.990 -1.126  -0.459
C -4.313 -1.073 -0.514  0.272
C -4.168 -1.088 0.733  -0.354
C -3.587 0.109 1.445  -0.219
C -3.134 1.061 0.726  -0.051
C -3.242 1.071 -0.938  -0.155
C -3.925 -0.021 -1.429  -0.241
H -3.977 -0.207 -2.405  0.213
H -2.904 2.016 -1.457  0.234
C -2.406 2.475 1.001  -0.190
N -0.881 2.152 0.611  -0.666
C -0.326 3.299 -0.089  0.660
O -0.926 4.161 -0.715  -0.572
C 1.049 2.896 -0.331  -0.207
H 1.294 2.812 -1.490  0.269
H 1.697 3.658 0.082  0.213
O 1.652 1.767 -0.035  -0.461
C 2.259 0.941 -0.677  0.820
O 2.557 1.217 -1.997  -0.694
C 2.561 -0.292 0.055  -0.335
H 1.856 -0.573 0.614  0.211
C 3.051 -1.438 -0.908  -0.385
H 2.495 -2.211 -1.242  0.213
H 3.150 -1.093 -2.114  0.243
C 4.595 -1.943 -0.683  -0.285
C 4.567 -2.196 0.669  -0.159
C 4.088 -1.432 1.651  -0.243
C 4.015 -0.178 0.801  -0.196
H 3.990 0.908 1.232  0.216
C 5.015 -0.360 -0.478  -0.362
H 4.979 0.395 -1.167  0.226
H 6.037 -0.425 0.025  0.197
H 3.933 -1.532 2.596  0.212
H 4.739 -3.195 0.951  0.198
H 5.180 -2.305 -1.595  0.268
H -0.360 1.555 1.281  0.415
H -2.716 3.352 0.701  0.211
H -2.494 2.542 2.290  0.164
H -3.323 0.207 2.624  0.215
H -4.703 -1.585 1.807  0.238
H -6.092 -3.853 -0.966  0.196
H -4.808 -3.761 0.299  0.200

Properties
Charge = 0
SMILES = COc1ccc(CNC(=O)COC(=O)[C@H]2C[C@@H]3C=C[C@H]2C3)cc1

***

(B)
Below is one molecule with the formula C18H21NO4, with properties calculated with the ωB97M-V functional and the def2-TZVPD basis.

Each line ends with the natural charge from an NBO analysis.
Positions of all 44 atoms, in Å:
C -0.236 -0.426 -3.071  -0.682
C 0.288 0.852 -2.351  0.156
C -0.250 2.121 -3.121  -0.666
N 1.796 0.888 -2.819  0.480
O 2.318 1.996 -2.435  -0.437
O 2.396 -0.114 -3.225  -0.341
H -1.323 -0.353 -3.284  0.219
H 0.363 -0.555 -4.034  0.245
H -0.125 -1.330 -2.428  0.233
H -1.337 2.068 -3.317  0.221
H -0.094 3.077 -2.584  0.230
H 0.313 2.177 -4.092  0.234
C 3.475 -4.309 2.338  -0.255
O 3.865 -3.248 1.426  -0.499
C 2.962 -2.443 0.816  0.328
C 3.495 -1.335 0.125  -0.261
C 2.724 -0.265 -0.267  -0.152
C 1.298 -0.326 -0.099  -0.137
C 0.508 0.854 -0.536  -0.199
C -0.791 1.087 0.099  -0.124
C -1.698 2.001 -0.491  -0.170
C -2.865 2.375 0.148  -0.262
C -3.235 1.789 1.393  0.330
O -4.477 2.079 1.891  -0.500
C -4.958 1.388 3.061  -0.252
C -2.287 0.923 2.036  -0.327
C -1.120 0.577 1.359  -0.124
C 0.751 -1.484 0.501  -0.123
C 1.559 -2.488 1.048  -0.333
H 4.391 -4.875 2.497  0.204
H 3.134 -3.934 3.316  0.183
H 2.707 -4.968 1.907  0.182
H 4.577 -1.249 -0.053  0.228
H 3.178 0.683 -0.621  0.237
H 1.116 1.842 -0.713  0.269
H -1.421 2.466 -1.437  0.219
H -3.534 3.091 -0.338  0.224
H -5.956 1.771 3.190  0.202
H -5.008 0.311 2.907  0.182
H -4.374 1.623 3.949  0.179
H -2.515 0.537 3.019  0.217
H -0.431 -0.039 1.929  0.213
H -0.325 -1.590 0.673  0.214
H 1.145 -3.246 1.687  0.216

Properties
Charge = 0
SMILES = COc1ccc(C(c2ccc(OC)cc2)C(C)(C)[N+](=O)[O-])cc1

***

Stability check: which of them is most stable? (B).

***

(A)
Below is one molecule with the formula C8H16Si, with properties calculated with the ωB97M-V functional and the def2-TZVPD basis.

Each line ends with the natural charge from an NBO analysis.
Positions of all 25 atoms, in Å:
C 2.346 0.273 0.179  -0.400
C 1.592 -0.926 -0.434  -0.420
C 1.394 1.024 1.166  -0.397
C 0.497 -0.303 -1.337  -0.391
C 0.158 1.507 0.351  -0.441
C -1.581 -0.363 0.538  -0.641
C -0.516 0.468 -0.395  -0.304
C -1.808 -1.817 0.380  -0.628
Si -2.427 0.720 -0.649  0.988
H 3.259 -0.016 0.604  0.208
H 2.733 0.929 -0.621  0.194
H 2.099 -1.574 -1.078  0.206
H 1.217 -1.658 0.278  0.202
H 1.156 0.470 2.074  0.201
H 2.104 1.851 1.510  0.207
H 0.858 0.453 -1.922  0.202
H -0.240 -1.020 -1.884  0.203
H -0.494 2.214 0.991  0.214
H 0.666 2.192 -0.371  0.202
H -1.451 -0.016 1.574  0.241
H -2.900 -1.982 0.379  0.209
H -1.398 -2.418 1.188  0.216
H -1.337 -2.314 -0.525  0.214
H -3.299 0.223 -1.807  -0.126
H -2.629 2.081 -0.188  -0.158

Properties
Charge = 0
SMILES = C[C@@H]1[SiH2]C12CCCCC2

***

(B)
Below is a 2-piece molecular cluster, C8H16Si overall, with properties calculated with the ωB97M-V functional and the def2-TZVPD basis.

Each line ends with the natural charge from an NBO analysis.
Positions of all 25 atoms, in Å:
C 1.350 3.299 1.584  -0.443
C 0.928 2.262 0.909  -0.479
C -2.167 -0.463 -1.200  -0.670
C -3.932 0.555 0.246  -0.408
C 2.132 -1.417 -0.976  -0.635
C 3.399 0.680 -0.441  -0.586
C -2.668 0.504 -0.172  -0.181
C 2.028 0.111 -0.819  -0.627
Si 0.654 0.498 0.469  1.008
H 2.083 2.909 2.205  0.211
H -2.823 -0.530 -2.040  0.227
H -1.183 -0.239 -1.609  0.214
H -2.253 -1.503 -0.723  0.219
H -4.270 1.287 0.976  0.203
H -4.589 -0.272 0.082  0.190
H 1.240 4.219 1.426  0.188
H 3.071 -1.900 -1.330  0.218
H 1.836 -1.934 -0.064  0.201
H 1.489 -1.783 -1.786  0.216
H 3.767 0.216 0.480  0.197
H 3.234 1.693 -0.331  0.211
H 4.098 0.478 -1.241  0.202
H -1.850 1.284 0.003  0.207
H 1.876 0.734 -1.744  0.236
H -0.406 -0.437 0.811  -0.120

Properties
Charge = 0
SMILES = C=C=[SiH]C(C)C.C=CC

***

Stability check: which of them is most stable? (A).